ORCA calculation (ωB97M-V/def2-TZVPD) on an isolated molecule of C4H9NO2 at a distorted geometry.

Calculated values
* SMILES: [H]/N=C(/O)CCCO
* energy relative to the best compared isomer or geometry (same formula, charge and spin): 125.0 kJ/mol
* highest occupied orbital energy: -10.25 eV
* orbital gap: 11.086 eV
* LUMO level: 0.839 eV
* spin multiplicity: 1
* electronic energy: -9878.765 eV

Geometry (Å):
H (-0.488452, 0.871780, -1.835749)
H (0.092173, 1.737480, 0.225078)
H (2.361197, 0.690550, -0.247815)
H (-1.622779, -1.279125, -1.102890)
N (1.984229, 0.576934, 0.678964)
O (-0.844884, 1.809399, -0.006535)
H (-2.164193, 1.040664, -1.312356)
H (1.406815, 0.204232, 2.464613)
C (1.081454, -0.313449, 0.848298)
O (0.756125, -0.460188, 2.138892)
C (-1.153413, 0.814073, -0.957271)
H (0.861079, -1.136041, -1.090072)
H (0.242987, -2.183373, 0.196993)
H (-1.695432, -0.623340, 0.539309)
C (0.303708, -1.143166, -0.146383)
C (-1.120610, -0.606431, -0.393078)

Forces on atoms 1 to 2 (eV/Å):
H -0.05 0.05 0.13
H -0.16 0.09 0.00

So, what does the Löwdin scheme give us? The charges, in e, come out as: atom 1 (H): 0.119, atom 2 (H): 0.054, atom 3 (H): 0.057, atom 4 (H): 0.115, atom 5 (N): 0.121, atom 6 (O): -0.064, atom 7 (H): 0.117, atom 8 (H): 0.123, atom 9 (C): -0.507, atom 10 (O): 0.067, atom 11 (C): -0.276, atom 12 (H): 0.118, atom 13 (H): 0.122, atom 14 (H): 0.121, atom 15 (C): -0.113, atom 16 (C): -0.174

ORCA calculation (ωB97M-V/def2-TZVPD) on an isolated molecule of C4H7NO2.

Calculated values
* SMILES: C[C@H]1CNC(=O)O1
* energy relative to the best compared isomer or geometry (same formula, charge and spin): 3.6 kJ/mol
* highest occupied orbital energy: -10.00 eV
* orbital gap: 10.756 eV
* LUMO level: 0.757 eV
* spin multiplicity: 1
* electronic energy: -9847.242 eV

Geometry (Å):
C (-0.347404, -0.277161, -0.620640)
N (1.251657, 0.875728, 0.586088)
H (-1.417117, -0.928246, 1.139564)
O (2.862448, -0.785109, 0.555742)
C (-1.537618, -0.934207, 0.051046)
H (-0.770819, 1.467547, 0.650334)
H (1.887710, 1.603003, 0.868860)
H (-0.499166, -0.240874, -1.703948)
H (0.073166, 1.877993, -0.861328)
C (1.772754, -0.356783, 0.280718)
H (-2.457587, -0.396049, -0.203569)
C (-0.010227, 1.129746, -0.063700)
H (-1.637022, -1.970525, -0.283425)
O (0.829228, -1.065061, -0.395742)

Forces on atoms 1 to 2 (eV/Å):
C -0.21 0.11 -0.07
N 0.19 -0.05 0.03

So, what does the Löwdin scheme give us? The charges, in e, come out as: atom 1 (C): -0.326, atom 2 (N): 0.092, atom 3 (H): 0.092, atom 4 (O): 0.106, atom 5 (C): -0.038, atom 6 (H): 0.118, atom 7 (H): 0.150, atom 8 (H): 0.145, atom 9 (H): 0.120, atom 10 (C): -0.561, atom 11 (H): 0.087, atom 12 (C): -0.121, atom 13 (H): 0.085, atom 14 (O): 0.050

ORCA calculation (ωB97M-V/def2-TZVPD) on a structure of composition C24H28N4O2Pt.

Calculated values
* energy relative to the best compared isomer or geometry (same formula, charge and spin): 0.0 kJ/mol
* highest occupied orbital energy (spin up / spin down): -11.80 / -13.75 eV
* total charge: +2
* orbital gap (spin up / spin down): 5.803 / 5.466 eV
* LUMO level (spin up / spin down): -5.996 / -8.284 eV
* <S²>: 2.018
* spin multiplicity: 3
* electronic energy: -38630.012 eV

Geometry (Å):
C (-0.145177, 3.202148, 0.271428)
O (-1.728885, 0.856554, 0.943383)
O (-0.509941, -1.427704, 1.182082)
H (-4.904946, 5.792310, 2.365303)
C (2.000712, -6.012261, 3.323013)
N (0.684819, 2.234771, 0.180730)
C (-4.033371, -2.811335, 0.418456)
C (-3.895185, 3.332279, 2.307439)
C (2.081960, -3.686574, 2.322126)
H (3.440302, -1.698179, 1.413650)
C (-2.163639, 1.999663, 1.253167)
C (-0.017259, -4.756796, 2.476922)
C (2.377343, -1.476703, 1.332303)
C (-3.257556, 4.516617, 1.852995)
H (-3.973396, -3.537908, -0.390569)
C (-3.961267, 0.906087, 2.686882)
H (-4.898092, 0.575129, 0.305051)
C (-0.656091, -3.631061, 1.939270)
H (0.190881, 4.170481, -0.096057)
H (3.494031, 1.147311, 1.263734)
C (-1.469125, 3.202161, 0.876411)
H (-4.785027, -3.168844, 1.124310)
C (-4.924117, -0.399062, 0.790992)
H (1.912836, -5.984404, 4.410436)
C (-2.041097, -3.709234, 1.592293)
H (-5.977590, -0.618472, 0.992352)
N (-2.706656, -2.740967, 1.060129)
H (-3.473066, -1.067460, -0.671978)
C (3.209579, 0.522264, 0.414449)
H (1.528671, -6.931520, 2.979333)
C (-3.401636, 2.083018, 2.040661)
H (-2.563042, -4.653474, 1.733533)
C (0.108039, -2.472752, 1.633163)
H (-4.435102, -1.040948, 2.710958)
H (-3.643542, 6.569834, 1.376860)
Pt (0.213425, 0.352742, 0.676297)
H (3.162100, -3.713541, 2.436842)
H (2.543893, 3.172326, 0.375817)
H (3.765967, 1.766922, -1.220946)
H (-5.122234, -1.583868, -0.948480)
H (-2.173137, -1.875257, 0.938386)
N (-4.225873, -0.291355, 2.071887)
C (-4.370264, -1.445306, -0.171795)
C (2.012109, 2.593506, -0.381416)
C (-3.835129, 5.850515, 2.173011)
N (2.079702, -0.336046, 0.823536)
H (-3.357567, 6.239400, 3.080726)
H (-4.799481, 3.418389, 2.898200)
C (2.845375, 1.393116, -0.772989)
C (1.504290, -2.533941, 1.782910)
H (2.334370, 0.798906, -1.533612)
H (-1.548013, 5.329398, 0.815178)
H (3.060332, -6.062849, 3.078349)
H (-4.120313, 0.960554, 3.755528)
H (1.859856, 3.236343, -1.246947)
H (4.059526, -0.109284, 0.164068)
H (-0.615952, -5.633505, 2.708624)
C (-2.044623, 4.421428, 1.140165)
C (1.346692, -4.800455, 2.704496)

Forces on atoms 1 to 2 (eV/Å):
C -0.14 0.14 0.05
O 0.00 -0.26 -0.05

So, what does the Löwdin scheme give us? The charges, in e, come out as: atom 1 (C): -0.054, atom 2 (O): -0.125, atom 3 (O): -0.233, atom 4 (H): 0.096, atom 5 (C): -0.025, atom 6 (N): -0.124, atom 7 (C): -0.123, atom 8 (C): 0.044, atom 9 (C): 0.056, atom 10 (H): 0.147, atom 11 (C): -0.248, atom 12 (C): 0.051, atom 13 (C): -0.047, atom 14 (C): -0.178, atom 15 (H): 0.135, atom 16 (C): -0.051, atom 17 (H): 0.128, atom 18 (C): -0.099, atom 19 (H): 0.150, atom 20 (H): 0.136, atom 21 (C): -0.092, atom 22 (H): 0.137, atom 23 (C): -0.167, atom 24 (H): 0.095, atom 25 (C): 0.041, atom 26 (H): 0.132, atom 27 (N): 0.085, atom 28 (H): 0.119, atom 29 (C): -0.182, atom 30 (H): 0.089, atom 31 (C): -0.109, atom 32 (H): 0.163, atom 33 (C): -0.258, atom 34 (H): 0.135, atom 35 (H): 0.099, atom 36 (Pt): 1.267, atom 37 (H): 0.138, atom 38 (H): 0.138, atom 39 (H): 0.132, atom 40 (H): 0.127, atom 41 (H): 0.107, atom 42 (N): -0.005, atom 43 (C): -0.151, atom 44 (C): -0.178, atom 45 (C): -0.010, atom 46 (N): -0.140, atom 47 (H): 0.117, atom 48 (H): 0.139, atom 49 (C): -0.176, atom 50 (C): -0.108, atom 51 (H): 0.122, atom 52 (H): 0.138, atom 53 (H): 0.086, atom 54 (H): 0.128, atom 55 (H): 0.133, atom 56 (H): 0.128, atom 57 (H): 0.140, atom 58 (C): 0.040, atom 59 (C): -0.235

Question: The lowest energy relative to the best compared isomer or geometry (same formula, charge and spin) belongs to which entry?
Answer: C24H28N4O2Pt

Question: Which formula does entry 3 have?
Answer: C24H28N4O2Pt